DFT (ωB97M-V/def2-TZVPD) results for C28H46BrN3P2Pt as an isolated structure.

Results
LUMO energy (alpha / beta) = -13.1 / -14.8 eV
multiplicity = 5
total charge = +4
ΔE to the lowest compared entry with this formula, charge and spin = 16.4 kcal/mol
orbital gap (alpha / beta) = 0.1923 / 0.1916 Eh
highest occupied orbital energy (alpha / beta) = -18.30 / -20.06 eV
total energy = -126073.31710 eV

```
81
C28H46BrN3P2Pt | the OMol25 dataset | ωB97M-V/def2-TZVPD
N 7.262 -1.851 -1.135
C 7.067 -2.010 0.181
C 5.887 -2.547 0.702
C 4.863 -2.994 -0.177
C 5.080 -2.818 -1.574
C 6.301 -2.238 -1.988
C 3.618 -3.530 0.325
Pt -1.444 -0.590 -0.703
P -3.732 2.002 1.128
C 2.670 -4.110 -0.479
C 1.277 -4.023 -0.190
C 0.318 -4.160 -1.230
C -0.802 -3.342 -1.173
C -0.857 -2.393 -0.123
C -0.253 -2.664 1.127
C 0.821 -3.540 1.073
Br -3.144 1.036 -1.683
H 3.491 -3.432 1.398
H 2.910 -4.553 -1.447
H 5.790 -2.641 1.794
H 4.333 -3.116 -2.312
H 7.897 -1.698 0.827
H 6.514 -2.088 -3.058
H 0.530 -4.782 -2.112
H 1.352 -3.785 1.997
H -1.547 -3.259 -1.957
H -0.576 -2.167 2.044
P -0.020 0.583 -2.100
C -4.367 0.658 2.212
C -5.467 1.103 3.160
H -3.523 0.211 2.764
H -4.760 -0.101 1.522
H -5.409 0.548 4.104
H -5.400 2.171 3.403
H -6.465 0.947 2.730
C -5.285 2.618 0.351
C -6.341 1.546 0.035
H -4.949 3.032 -0.622
H -5.738 3.426 0.964
H -6.697 1.682 -0.990
H -5.968 0.518 0.095
H -7.205 1.643 0.724
C -2.804 3.209 2.169
C -3.622 3.968 3.202
H -2.350 3.914 1.452
H -1.961 2.663 2.637
H -3.067 4.835 3.576
H -4.554 4.341 2.774
H -3.871 3.328 4.056
C 0.596 2.249 -1.673
C -0.467 3.293 -1.368
H 1.171 2.539 -2.566
H 1.299 2.155 -0.833
H -0.030 4.293 -1.461
H -1.321 3.252 -2.049
H -0.846 3.196 -0.345
C -0.562 0.730 -3.822
C -0.838 -0.568 -4.564
H 0.241 1.305 -4.300
H -1.470 1.345 -3.823
H -0.803 -0.369 -5.642
H -0.111 -1.352 -4.342
H -1.834 -0.949 -4.325
C 1.387 -0.615 -2.035
C 2.762 0.004 -1.896
H 1.307 -1.201 -2.958
H 1.161 -1.319 -1.213
H 3.511 -0.790 -1.972
H 2.956 0.733 -2.691
H 2.906 0.510 -0.934
C 2.502 1.827 2.519
N 1.845 0.576 2.087
C 2.423 -0.676 2.601
C 0.796 0.533 1.311
N -0.171 0.298 0.651
H 3.251 1.549 3.261
H 1.782 2.519 2.986
H 3.052 2.332 1.710
H 1.615 -1.349 2.910
H 3.048 -1.175 1.838
H 3.044 -0.427 3.465
```

These are the Mulliken partial charges, in e, on atoms 1 to 2: number 1, N, carries 0.11; number 2, C, carries -0.50

***

DFT (ωB97M-V/def2-TZVPD) results for CHF3NOS2Zn as an isolated structure.

Results
LUMO energy (alpha / beta) = 1.8 / 1.8 eV
multiplicity = 1
total charge = -1
orbital gap (alpha / beta) = 0.1933 / 0.1933 Eh
highest occupied orbital energy (alpha / beta) = -3.41 / -3.41 eV
total energy = -82827.68716 eV

```
10
CHF3NOS2Zn | the OMol25 dataset | ωB97M-V/def2-TZVPD
N 1.595 0.889 -1.067
S 1.866 1.360 0.623
S 1.025 -0.563 -1.320
C -1.497 0.284 0.199
F -2.188 0.199 1.373
F -1.749 1.555 -0.215
F -2.279 -0.477 -0.627
Zn 0.588 -0.512 1.361
O 0.360 -1.510 -0.231
H 2.279 -1.224 -0.096
```

These are the Mulliken partial charges, in e, on atoms 1 to 2: number 1, N, carries -0.21; number 2, S, carries -0.20

***

DFT (ωB97M-V/def2-TZVPD) results for C6H9IN2 as an isolated structure.

Results
LUMO energy = 0.0 eV
multiplicity = 1
ΔE to the lowest compared entry with this formula, charge and spin = 38.0 kcal/mol
orbital gap = 0.3065 Eh
highest occupied orbital energy = -8.36 eV
total energy = -17445.84114 eV

```
18
C6H9IN2 | the OMol25 dataset | ωB97M-V/def2-TZVPD
C -1.506 0.673 -0.344
C -0.196 0.322 -0.233
C -0.557 -1.558 0.165
C 0.376 -2.663 0.465
C 1.044 2.408 -0.495
C 1.129 0.924 -0.230
N -1.837 -1.638 0.198
N -2.389 -0.361 -0.130
I 2.177 0.608 1.795
H -1.751 1.661 -0.667
H 0.413 -2.689 1.594
H -0.157 -3.554 0.092
H 1.361 -2.604 0.040
H 0.578 2.881 0.315
H 0.582 2.601 -1.414
H 2.104 2.784 -0.404
H 1.894 0.490 -0.955
H -3.268 -0.285 0.207
```

These are the Mulliken partial charges, in e, on atoms 1 to 2: number 1, C, carries -0.41; number 2, C, carries 0.23

***

DFT (ωB97M-V/def2-TZVPD) results for a 9-piece molecular cluster, C36H69O30P3 overall.

Results
LUMO energy = -0.1 eV
multiplicity = 1
ΔE to the lowest compared entry with this formula, charge and spin = 9.2 kcal/mol
orbital gap = 0.3605 Eh
highest occupied orbital energy = -9.91 eV
total energy = -127748.22112 eV

```
138
C36H69O30P3 | the OMol25 dataset | ωB97M-V/def2-TZVPD
C -5.059 1.669 8.995
C -4.840 0.472 9.913
O -4.236 -0.562 9.124
P -5.192 -1.736 8.631
O -6.358 -1.201 7.899
O -4.318 -2.769 7.752
C -2.970 -2.371 7.289
C -3.053 -1.440 6.108
O -5.571 -2.530 9.965
C -4.733 -3.579 10.517
C -3.512 -2.965 11.174
H -5.735 2.448 9.353
H -4.064 2.116 8.930
H -5.447 1.429 8.008
H -4.203 0.771 10.748
H -5.729 0.141 10.456
H -2.440 -2.064 8.189
H -2.625 -3.368 7.009
H -3.221 -0.412 6.430
H -2.145 -1.527 5.512
H -3.883 -1.689 5.448
H -5.321 -4.058 11.295
H -4.480 -4.256 9.707
H -2.853 -2.378 10.529
H -3.709 -2.314 12.024
H -2.843 -3.776 11.481
C -0.766 1.518 -10.670
C -1.659 2.044 -9.584
O -1.191 1.687 -8.295
P -2.136 0.863 -7.307
O -2.747 -0.343 -7.898
O -1.107 0.532 -6.152
C -1.222 -0.419 -5.060
C -2.318 0.092 -4.131
O -3.146 1.988 -6.781
C -2.655 3.204 -6.220
C -3.311 3.566 -4.881
H 0.290 1.576 -10.388
H -0.868 0.478 -10.980
H -0.898 2.146 -11.555
H -1.824 3.123 -9.657
H -2.670 1.652 -9.759
H -1.409 -1.421 -5.439
H -0.257 -0.472 -4.564
H -1.915 0.998 -3.674
H -3.303 0.249 -4.561
H -2.441 -0.600 -3.293
H -1.565 3.176 -6.246
H -2.982 4.032 -6.856
H -4.376 3.401 -5.034
H -2.852 3.073 -4.027
H -3.198 4.644 -4.755
C 4.182 -1.206 -0.347
C 5.204 -2.146 -1.023
O 4.833 -2.444 -2.349
P 5.715 -1.848 -3.583
O 5.401 -2.296 -4.951
O 7.246 -2.201 -3.172
C 7.761 -3.466 -3.537
C 9.237 -3.561 -3.096
O 5.609 -0.285 -3.308
C 6.402 0.683 -4.095
C 5.581 1.968 -4.116
H 3.207 -1.690 -0.423
H 4.413 -1.095 0.713
H 4.175 -0.249 -0.867
H 6.170 -1.643 -0.935
H 5.217 -3.109 -0.505
H 7.218 -4.280 -3.052
H 7.821 -3.652 -4.610
H 9.782 -4.167 -3.817
H 9.695 -2.571 -3.135
H 9.304 -3.921 -2.071
H 7.320 0.656 -3.507
H 6.569 0.214 -5.067
H 6.217 2.604 -4.737
H 4.642 1.859 -4.655
H 5.377 2.192 -3.072
O -5.563 -1.306 -2.939
C -5.505 -1.277 -1.762
O -4.402 -0.994 -1.029
C -4.783 -0.760 0.322
C -6.094 -1.512 0.394
O -6.579 -1.342 -0.932
H -4.033 -1.249 0.945
H -4.770 0.281 0.645
H -6.867 -1.111 1.050
H -5.987 -2.541 0.747
O -0.196 2.926 4.887
C -0.125 3.646 3.940
O -0.596 3.345 2.710
C -0.035 4.289 1.753
C 0.469 5.405 2.607
O 0.574 4.785 3.907
H 0.667 3.614 1.259
H -0.823 4.586 1.061
H -0.188 6.241 2.840
H 1.398 5.766 2.165
O -0.108 -3.141 -3.932
C 0.330 -3.462 -2.877
O -0.383 -3.986 -1.851
C 0.453 -4.763 -1.023
C 1.853 -4.236 -1.373
O 1.630 -3.503 -2.559
H 0.327 -4.558 0.043
H 0.290 -5.842 -1.058
H 2.627 -4.944 -1.675
H 2.224 -3.746 -0.470
O 3.753 2.388 0.137
C 3.744 1.958 1.244
O 2.529 1.699 1.830
C 2.677 1.843 3.225
C 4.147 1.533 3.427
O 4.706 1.803 2.148
H 2.529 2.879 3.554
H 1.988 1.238 3.809
H 4.242 0.536 3.869
H 4.625 2.154 4.184
O -1.916 -0.735 3.059
C -1.269 -0.586 2.069
O -0.094 0.081 2.014
C 0.359 0.015 0.630
C -0.742 -0.743 -0.141
O -1.632 -1.100 0.899
H 0.453 1.013 0.222
H 1.197 -0.675 0.575
H -0.349 -1.643 -0.610
H -1.181 -0.076 -0.884
O 2.021 0.177 -2.883
C 1.699 1.320 -2.788
O 0.369 1.645 -2.676
C 0.208 3.022 -2.323
C 1.634 3.554 -2.321
O 2.394 2.342 -2.269
H -0.540 3.385 -3.032
H -0.335 2.984 -1.371
H 1.876 4.219 -1.500
H 1.873 3.975 -3.299
```

These are the Mulliken partial charges, in e, on atoms 1 to 2: number 1, C, carries -1.06; number 2, C, carries -0.42